Entry 1:
{
  "formula": "C6H7F5NO2",
  "method": "the ωB97M-V functional and the def2-TZVPD basis",
  "homo_energy_ev": [-2.9859, -2.9872],
  "orbital_gap_ev": [6.562, 6.564],
  "e_tot_ev": -25504.9841,
  "charge": -1,
  "relative_energy_kj_mol": 442.0,
  "species": ["C", "C", "C", "C", "C", "C", "N", "O", "O", "F", "F", "F", "F", "F", "H", "H", "H", "H", "H", "H", "H"],
  "xyz": [[-0.91, 3.50, -0.03], [2.70, -0.53, 0.54], [0.61, -2.06, -0.09], [1.13, -0.69, 0.58], [-2.55, 0.17, -0.81], [0.21, 0.34, -0.06], [-3.03, -0.99, -1.14], [-1.93, 3.22, 0.42], [0.07, 3.77, -0.55], [-2.28, 1.10, -1.69], [0.19, 1.51, 0.79], [0.92, 0.89, -1.20], [-3.38, -1.73, 0.00], [-2.99, 0.76, 0.40], [3.22, -0.75, -0.32], [3.09, 0.43, 1.04], [2.96, -1.26, 1.32], [0.85, -2.04, -1.13], [0.86, -2.89, 0.51], [-0.48, -2.03, -0.15], [0.73, -0.73, 1.58]]
}


Entry 2:
{
  "formula": "C4H9O2",
  "method": "the ωB97M-V functional and the def2-TZVPD basis",
  "homo_energy_ev": -3.8891,
  "orbital_gap_ev": 7.951,
  "e_tot_ev": -8390.4106,
  "charge": -1,
  "relative_energy_kj_mol": 7.8,
  "species": ["C", "C", "H", "H", "H", "H", "H", "H", "C", "C", "O", "O", "H", "H", "H"],
  "xyz": [[0.86, -1.95, -0.06], [-0.64, -1.92, -0.35], [1.22, -2.94, 0.20], [1.42, -1.53, -0.89], [1.02, -1.29, 0.80], [-0.85, -0.95, -0.82], [-1.24, -2.07, 0.54], [-0.91, -2.67, -1.10], [-0.39, 2.18, 0.84], [0.24, 2.20, -0.58], [0.49, 1.08, -1.07], [0.40, 3.33, -1.09], [-0.41, 3.17, 1.29], [0.19, 1.53, 1.50], [-1.40, 1.79, 0.77]]
}


Entry 3:
{
  "formula": "C2H4S3",
  "method": "the ωB97M-V functional and the def2-TZVPD basis",
  "homo_energy_ev": [-9.1292, -9.1288],
  "orbital_gap_ev": [8.427, 8.426],
  "e_tot_ev": -34641.6775,
  "charge": 0,
  "relative_energy_kj_mol": 245.9,
  "species": ["C", "C", "S", "S", "S", "H", "H", "H", "H"],
  "xyz": [[0.32, -0.26, 0.33], [0.26, 0.53, -0.84], [1.94, -0.13, -0.40], [-0.99, -2.23, 0.26], [-0.54, 2.11, -0.76], [-0.08, 0.04, 1.28], [-0.07, 0.19, -1.89], [-0.27, -2.51, 1.39], [-0.57, 2.26, 0.64]]
}


Entry 4:
{
  "formula": "C12H16O2",
  "method": "the ωB97M-V functional and the def2-TZVPD basis",
  "homo_energy_ev": -8.1033,
  "orbital_gap_ev": 8.941,
  "e_tot_ev": -16789.1269,
  "charge": 0,
  "smiles": "C=CCc1cccc(OC)c1OCC",
  "relative_energy_kj_mol": 896.5,
  "species": ["C", "C", "C", "C", "C", "C", "C", "C", "O", "C", "C", "O", "C", "C", "H", "H", "H", "H", "H", "H", "H", "H", "H", "H", "H", "H", "H", "H", "H", "H"],
  "xyz": [[-2.47, -1.19, 1.53], [-2.27, -1.78, 0.41], [-1.93, -0.98, -0.78], [-1.34, 0.29, -0.46], [-2.09, 1.52, -0.75], [-1.32, 2.71, -0.60], [0.10, 2.75, -0.40], [0.63, 1.53, -0.04], [1.88, 1.48, 0.55], [1.85, 0.65, 1.67], [-0.01, 0.27, -0.33], [0.60, -0.83, -0.44], [1.95, -0.76, -1.10], [2.41, -1.97, -0.71], [-3.47, -1.50, 2.25], [-1.79, -0.11, 1.78], [-2.59, -2.78, 0.00], [-2.68, -0.72, -1.51], [-1.19, -1.53, -1.14], [-3.35, 1.53, -0.74], [-2.07, 3.51, -0.73], [1.03, 3.38, -0.08], [1.28, 1.08, 2.55], [2.88, 1.06, 2.09], [1.84, -0.29, 1.61], [1.57, -0.39, -2.22], [2.63, 0.03, -0.68], [3.29, -2.30, -1.40], [3.02, -1.83, 0.15], [1.61, -2.85, -0.48]]
}


Entry 5:
{
  "formula": "C10H16",
  "method": "the ωB97M-V functional and the def2-TZVPD basis",
  "homo_energy_ev": -9.0106,
  "orbital_gap_ev": 10.063,
  "e_tot_ev": -10629.1739,
  "charge": 0,
  "smiles": "Cc1ccccc1.CCC",
  "relative_energy_kj_mol": 55.0,
  "species": ["C", "C", "C", "C", "C", "C", "C", "H", "H", "H", "H", "H", "H", "H", "H", "C", "C", "C", "H", "H", "H", "H", "H", "H", "H", "H"],
  "xyz": [[2.60, -0.75, 1.97], [1.64, -1.28, 0.93], [0.42, -1.82, 1.32], [-0.60, -1.96, 0.38], [-0.34, -1.64, -0.96], [0.91, -1.25, -1.40], [1.88, -1.06, -0.42], [3.59, -0.59, 1.53], [2.74, -1.41, 2.83], [2.16, 0.17, 2.36], [0.28, -2.20, 2.32], [-1.58, -2.32, 0.63], [-1.19, -1.90, -1.59], [1.07, -0.86, -2.39], [2.87, -0.74, -0.71], [-1.13, 1.91, 0.60], [-2.11, 1.55, -0.55], [-1.46, 1.80, -1.90], [-0.10, 1.97, 0.24], [-1.03, 1.12, 1.35], [-1.44, 2.87, 1.01], [-2.42, 0.51, -0.40], [-2.99, 2.19, -0.46], [-1.00, 2.79, -1.92], [-0.60, 1.14, -2.06], [-2.17, 1.75, -2.72]]
}


Entry 6:
{
  "formula": "C17H29BrN6OP",
  "method": "the ωB97M-V functional and the def2-TZVPD basis",
  "homo_energy_ev": -10.2281,
  "orbital_gap_ev": 5.899,
  "e_tot_ev": -108409.5454,
  "charge": 1,
  "relative_energy_kj_mol": 0.0,
  "species": ["C", "N", "C", "N", "N", "C", "C", "C", "P", "O", "Br", "H", "H", "H", "H", "H", "H", "H", "H", "H", "H", "H", "H", "H", "H", "N", "C", "C", "C", "C", "H", "H", "H", "H", "H", "N", "C", "C", "C", "C", "H", "H", "H", "H", "H", "N", "C", "C", "C", "C", "H", "H", "H", "H", "H"],
  "xyz": [[-1.03, 0.76, -1.05], [0.40, 0.90, -1.33], [1.13, -0.31, -1.37], [1.61, -0.85, 0.00], [1.16, -0.06, 1.10], [1.72, -0.28, 2.24], [0.85, -0.68, 3.40], [3.18, -0.11, 2.55], [1.12, -2.64, 0.05], [2.06, -3.30, 1.20], [-0.99, -2.59, 0.80], [-1.52, 0.06, -1.73], [-1.19, 0.40, -0.03], [-1.48, 1.75, -1.10], [0.85, 1.62, -0.77], [0.46, -1.06, -1.80], [1.96, -0.23, -2.07], [2.64, -0.87, -0.04], [1.15, -0.08, 4.27], [1.03, -1.73, 3.62], [-0.19, -0.44, 3.18], [3.86, -0.43, 1.76], [3.37, 0.93, 2.82], [3.41, -0.69, 3.44], [1.50, -3.76, 1.86], [-1.81, -6.03, 0.41], [-1.09, -6.99, -0.26], [-1.61, -8.21, 0.06], [-2.69, -7.99, 0.96], [-2.79, -6.64, 1.15], [-1.64, -5.04, 0.36], [-0.27, -6.71, -0.91], [-1.26, -9.16, -0.30], [-3.32, -8.73, 1.41], [-3.47, -6.05, 1.75], [2.41, 3.09, -2.67], [3.77, 2.91, -2.63], [4.36, 4.12, -2.86], [3.32, 5.07, -3.05], [2.13, 4.40, -2.92], [1.73, 2.36, -2.54], [4.20, 1.94, -2.44], [5.42, 4.31, -2.90], [3.43, 6.12, -3.26], [1.11, 4.75, -2.99], [-4.03, 3.60, -0.23], [-4.60, 4.76, -0.67], [-4.21, 5.76, 0.19], [-3.38, 5.18, 1.17], [-3.28, 3.85, 0.89], [-4.14, 2.70, -0.66], [-5.23, 4.78, -1.54], [-4.50, 6.80, 0.11], [-2.90, 5.69, 2.00], [-2.74, 3.05, 1.39]]
}


Entry 7:
{
  "formula": "C6H9N",
  "method": "the ωB97M-V functional and the def2-TZVPD basis",
  "homo_energy_ev": -9.3132,
  "orbital_gap_ev": 9.816,
  "e_tot_ev": -7853.8499,
  "charge": 0,
  "smiles": "[H]/N=C/C(=C)C.C#C",
  "relative_energy_kj_mol": 415.8,
  "species": ["H", "N", "C", "C", "C", "C", "H", "H", "H", "H", "H", "H", "C", "C", "H", "H"],
  "xyz": [[1.97, -1.70, -1.44], [1.25, -1.66, -0.72], [0.67, -0.50, -0.69], [-0.81, -0.35, -0.36], [-1.62, -1.41, -0.57], [-1.35, 1.04, -0.24], [1.08, 0.40, -1.19], [-1.23, -2.38, -0.85], [-2.69, -1.34, -0.44], [-2.04, 1.08, 0.61], [-1.87, 1.38, -1.14], [-0.55, 1.77, -0.06], [1.47, 0.42, 1.66], [2.25, 1.33, 1.83], [0.55, -0.23, 1.70], [2.93, 2.14, 1.92]]
}


Entry 8:
{
  "formula": "H80O40",
  "method": "the ωB97M-V functional and the def2-TZVPD basis",
  "homo_energy_ev": [-12.7368, -12.7368],
  "orbital_gap_ev": [8.798, 3.430],
  "e_tot_ev": -83180.4016,
  "charge": 1,
  "relative_energy_kj_mol": 1257.3,
  "multiplicity": 2,
  "species": ["H", "H", "O", "H", "H", "O", "H", "H", "O", "H", "H", "O", "H", "H", "O", "H", "O", "H", "O", "H", "H", "O", "H", "H", "O", "H", "H", "O", "H", "H", "O", "H", "O", "H", "H", "O", "H", "H", "O", "H", "H", "O", "H", "H", "O", "H", "H", "O", "H", "H", "O", "H", "O", "H", "H", "O", "H", "O", "H", "H", "O", "H", "H", "O", "H", "H", "O", "H", "H", "O", "H", "H", "O", "H", "H", "O", "H", "H", "O", "H", "H", "O", "H", "H", "O", "H", "H", "O", "H", "O", "H", "H", "O", "H", "H", "H", "H", "H", "H", "O", "H", "H", "O", "H", "H", "O", "H", "H", "O", "H", "H", "O", "H", "H", "O", "H", "H", "O", "H", "H"],
  "xyz": [[2.66, 3.36, 4.23], [3.74, 2.99, 3.14], [3.22, 3.69, 3.45], [0.27, 4.00, -2.33], [-0.56, 4.55, -3.28], [-0.03, 3.73, -3.23], [-1.95, -1.94, -2.39], [-2.89, -0.97, -3.05], [-1.96, -1.02, -2.79], [-3.47, -4.19, -2.98], [-2.98, -3.32, -4.37], [-2.84, -3.58, -3.49], [0.19, -2.30, -3.69], [1.24, -2.29, -4.96], [0.41, -2.53, -4.76], [1.94, 5.06, 2.20], [0.99, 5.27, 2.02], [1.14, 0.65, 3.71], [0.59, 0.34, 3.00], [5.66, 0.32, 3.40], [5.32, 1.04, 2.15], [5.92, 0.97, 2.82], [-3.91, 0.31, -4.29], [-3.16, 0.95, -2.98], [-3.35, 0.98, -3.94], [-3.39, -0.32, 5.55], [-3.08, -1.91, 5.96], [-2.69, -0.98, 5.70], [1.66, -3.01, 4.60], [3.01, -3.44, 5.16], [2.27, -2.91, 5.39], [-0.16, 2.30, -1.16], [-0.83, 2.36, -0.49], [2.87, -0.96, -3.86], [2.29, 0.28, -4.12], [3.15, -0.09, -3.91], [3.62, 4.56, -0.73], [3.07, 3.34, -1.38], [3.37, 3.62, -0.52], [3.03, -0.65, 1.16], [3.31, 0.39, 0.00], [2.78, -0.34, 0.22], [-1.07, -4.24, 3.21], [-0.19, -4.30, 2.21], [-0.06, -4.27, 3.22], [0.56, 2.22, 4.92], [0.69, 3.89, 4.49], [0.66, 2.94, 4.40], [-3.16, 2.35, 1.19], [-2.44, 2.97, 0.12], [-3.35, 3.08, 0.53], [-2.81, 3.41, 3.52], [-3.44, 2.74, 3.83], [1.39, 1.68, -2.82], [2.50, 1.02, -2.00], [1.95, 1.84, -2.05], [-0.58, -0.08, 4.54], [-0.68, 0.37, 5.34], [1.54, 0.65, 5.90], [2.12, -0.80, 5.65], [2.27, 0.10, 5.81], [-2.40, -0.80, -0.96], [-1.87, 0.30, -0.11], [-2.46, 0.12, -0.82], [1.94, -0.67, -1.05], [1.46, -2.19, -1.28], [1.44, -1.26, -1.67], [-2.62, 0.67, -5.57], [-2.29, -0.82, -5.21], [-2.15, -0.11, -5.95], [1.94, -5.71, -1.79], [0.34, -5.66, -2.10], [1.10, -5.31, -1.57], [1.02, 0.28, 0.09], [0.29, -1.14, 0.52], [0.31, -0.29, 0.04], [-1.12, 3.13, 4.85], [-2.32, 3.36, 5.51], [-1.48, 3.79, 5.44], [-2.73, 5.74, -1.48], [-1.89, 6.56, -0.40], [-2.36, 6.51, -1.21], [-1.01, -4.33, -0.27], [-2.37, -3.74, -1.00], [-1.51, -3.98, -1.01], [-5.72, 1.28, 1.35], [-4.50, 0.73, 0.46], [-4.84, 1.00, 1.24], [-4.16, -3.96, -0.16], [-4.67, -3.76, -0.95], [-0.76, -4.08, -2.94], [0.06, -4.29, -4.25], [-0.20, -4.83, -3.42], [-3.90, 3.47, 4.24], [1.01, 4.83, 1.21], [-1.43, -0.10, 5.89], [-0.24, 0.75, 2.87], [-0.74, 1.44, -0.27], [-5.30, -3.07, -0.95], [1.14, -5.17, 1.06], [1.07, -5.91, 0.35], [1.18, -5.69, 1.83], [5.03, 1.70, 0.32], [5.81, 2.15, 0.07], [4.43, 2.57, 0.04], [2.15, -3.26, 2.17], [1.20, -3.37, 1.91], [2.38, -4.14, 2.34], [-0.01, 0.58, -4.43], [-0.89, 0.70, -4.90], [-0.37, -0.22, -4.06], [3.63, -2.92, -3.51], [4.44, -2.53, -3.76], [3.48, -2.73, -2.57], [3.37, 2.45, -5.72], [3.24, 1.72, -5.10], [2.50, 2.62, -5.95], [-4.80, 0.87, -1.69], [-3.90, 1.41, -1.78], [-5.32, 1.38, -1.10]]
}


Entry 9:
{
  "formula": "C3H4N2O",
  "method": "the ωB97M-V functional and the def2-TZVPD basis",
  "homo_energy_ev": -10.2968,
  "orbital_gap_ev": 11.180,
  "e_tot_ev": -8202.7394,
  "charge": 0,
  "smiles": "Cc1nnco1",
  "relative_energy_kj_mol": 110.6,
  "species": ["C", "C", "N", "N", "C", "O", "H", "H", "H", "H"],
  "xyz": [[1.43, 0.19, 0.73], [0.09, -0.13, 0.18], [-0.82, -0.92, 0.65], [-1.92, -0.81, -0.20], [-1.57, 0.01, -1.12], [-0.32, 0.49, -0.95], [1.56, -0.45, 1.60], [1.49, 1.23, 1.06], [2.23, 0.01, 0.00], [-2.17, 0.37, -1.96]]
}


Entry 10:
{
  "formula": "C5H7N3",
  "method": "the ωB97M-V functional and the def2-TZVPD basis",
  "homo_energy_ev": -8.6701,
  "orbital_gap_ev": 9.247,
  "e_tot_ev": -9764.9265,
  "charge": 0,
  "smiles": "[H]/N=C(\\C#C)N(C)N=C",
  "relative_energy_kj_mol": 430.4,
  "species": ["H", "N", "C", "C", "C", "N", "C", "N", "C", "H", "H", "H", "H", "H", "H"],
  "xyz": [[1.49, 1.51, -1.81], [1.55, 0.97, -0.95], [0.43, 0.47, -0.58], [-0.77, 0.68, -1.32], [-1.61, 1.02, -2.12], [0.42, -0.24, 0.60], [1.66, -0.24, 1.34], [-0.56, -0.90, 1.21], [-1.69, -1.18, 0.72], [-2.41, 1.28, -2.74], [2.46, -0.67, 0.73], [1.95, 0.78, 1.61], [1.51, -0.84, 2.24], [-2.04, -0.93, -0.28], [-2.37, -1.71, 1.36]]
}


Entry 11:
{
  "formula": "C4H13N3O",
  "method": "the ωB97M-V functional and the def2-TZVPD basis",
  "homo_energy_ev": -6.9731,
  "orbital_gap_ev": 7.645,
  "e_tot_ev": -10871.7454,
  "charge": 0,
  "relative_energy_kj_mol": 572.4,
  "species": ["C", "C", "N", "H", "H", "H", "H", "H", "H", "H", "C", "N", "C", "N", "O", "H", "H", "H", "H", "H", "H"],
  "xyz": [[-0.22, 0.54, -1.09], [1.25, 0.46, -1.48], [-1.09, 0.01, -2.13], [-2.05, 0.23, -1.90], [-0.88, 0.46, -3.02], [-0.43, 1.60, -0.85], [-0.69, 0.89, 0.87], [1.52, -0.54, -1.81], [1.90, 0.72, -0.64], [1.51, 1.17, -2.27], [0.03, -1.94, 0.48], [-0.54, -0.60, 0.36], [-0.70, 0.73, 2.18], [0.66, 0.69, 2.34], [-1.48, 1.26, 2.93], [-1.55, -0.71, 0.22], [1.12, 0.34, 1.50], [1.05, 1.53, 2.73], [1.08, -1.85, 0.76], [-0.49, -2.51, 1.26], [-0.01, -2.50, -0.46]]
}


Entry 12:
{
  "formula": "C25H32N2O6S",
  "method": "the ωB97M-V functional and the def2-TZVPD basis",
  "homo_energy_ev": -8.9412,
  "orbital_gap_ev": 8.995,
  "e_tot_ev": -52544.9981,
  "charge": 0,
  "smiles": "Cc1c(C(=O)NCCC2=CCCCC2)oc2ccc(S(=O)(=O)N3CCC4(CC3)OCCO4)cc12",
  "relative_energy_kj_mol": 0.0,
  "species": ["C", "C", "C", "C", "O", "N", "C", "C", "C", "C", "C", "C", "C", "C", "O", "C", "C", "C", "C", "S", "O", "O", "N", "C", "C", "C", "C", "C", "O", "C", "C", "O", "C", "C", "H", "H", "H", "H", "H", "H", "H", "H", "H", "H", "H", "H", "H", "H", "H", "H", "H", "H", "H", "H", "H", "H", "H", "H", "H", "H", "H", "H", "H", "H", "H", "H"],
  "xyz": [[2.18, -2.94, 1.88], [0.81, -2.56, 1.45], [-0.23, -2.12, 2.23], [-0.25, -1.76, 3.66], [0.70, -1.94, 4.40], [-1.42, -1.18, 4.04], [-1.53, -0.38, 5.23], [-1.08, 1.07, 4.96], [-1.58, 1.55, 3.62], [-2.88, 1.75, 3.40], [-3.44, 2.10, 2.06], [-2.47, 1.74, 0.94], [-1.09, 2.32, 1.27], [-0.55, 1.69, 2.54], [-1.35, -1.85, 1.47], [-1.03, -2.11, 0.19], [-1.84, -1.97, -0.92], [-1.26, -2.22, -2.15], [0.07, -2.62, -2.25], [0.80, -2.76, -3.88], [-0.24, -3.03, -4.82], [1.92, -3.66, -3.79], [1.41, -1.26, -4.25], [0.50, -0.21, -4.59], [0.14, 0.67, -3.39], [1.42, 1.20, -2.72], [2.35, 0.03, -2.36], [2.62, -0.83, -3.60], [2.05, 2.12, -3.59], [2.48, 3.22, -2.81], [1.45, 3.26, -1.68], [1.09, 1.90, -1.52], [0.87, -2.81, -1.15], [0.31, -2.55, 0.11], [2.30, -2.74, 2.94], [2.92, -2.38, 1.31], [2.34, -4.00, 1.69], [-2.09, -0.98, 3.31], [-0.90, -0.83, 6.00], [-2.57, -0.40, 5.56], [-1.45, 1.71, 5.77], [0.01, 1.10, 4.97], [-3.59, 1.66, 4.21], [-3.67, 3.17, 2.02], [-4.39, 1.57, 1.92], [-2.39, 0.66, 0.86], [-2.82, 2.13, -0.01], [-1.19, 3.40, 1.41], [-0.40, 2.15, 0.44], [-0.14, 0.69, 2.32], [0.29, 2.28, 2.93], [-2.87, -1.65, -0.83], [-1.83, -2.13, -3.07], [0.97, 0.42, -5.35], [-0.39, -0.68, -5.01], [-0.46, 1.52, -3.71], [-0.42, 0.11, -2.64], [3.28, 0.42, -1.97], [1.86, -0.55, -1.58], [3.20, -0.23, -4.32], [3.18, -1.72, -3.34], [2.48, 4.10, -3.45], [3.49, 3.04, -2.42], [1.85, 3.63, -0.74], [0.57, 3.85, -1.97], [1.88, -3.16, -1.27]]
}